[1]
DFT (the ωB97M-V functional and the def2-TZVPD basis) results for C29H23BiF6N4O9PS3 as an isolated structure.

Properties
HOMO-LUMO gap (spin up / spin down) ... 8.28 / 6.35 eV
E_HOMO (spin up / spin down) ... -9.74 / -9.74 eV

Geometry as ORCA input:
```
! wB97M-V def2-TZVPD RIJCOSX def2/J DEFGRID3
* xyz 0 2
Bi -1.09 -1.49 -0.32
C 1.64 -2.00 -3.59
C 0.47 -2.76 -3.03
C -0.83 -2.50 -3.45
C -1.90 -3.24 -2.96
C -1.69 -4.25 -2.02
C -0.39 -4.51 -1.59
C 0.67 -3.77 -2.08
H 1.33 -1.02 -3.97
H 2.08 -2.54 -4.43
H 2.42 -1.85 -2.85
H -1.01 -1.71 -4.17
H -2.91 -3.02 -3.30
H -2.52 -4.81 -1.63
H -0.21 -5.27 -0.84
H 1.67 -3.97 -1.72
O -1.69 2.55 1.58
S -0.98 1.31 1.71
O 0.43 1.39 1.97
O -1.21 0.50 0.44
C -1.71 0.34 3.01
C -1.02 0.40 4.21
C -1.49 -0.26 5.34
C -2.65 -1.00 5.26
C -3.34 -1.08 4.06
C -2.89 -0.41 2.93
S -3.87 -0.68 1.46
O -4.01 0.57 0.76
O -5.06 -1.36 1.86
O -3.01 -1.66 0.64
H -0.09 0.97 4.25
H -0.93 -0.21 6.26
H -3.03 -1.53 6.13
H -4.25 -1.66 3.98
N -2.23 0.00 -2.02
C -3.00 0.86 -2.02
C -3.91 1.96 -2.03
C -3.84 2.89 -1.00
C -4.72 3.95 -1.01
C -5.66 4.07 -2.02
C -5.73 3.13 -3.04
C -4.86 2.06 -3.05
H -3.12 2.77 -0.20
H -4.68 4.69 -0.21
H -6.36 4.90 -2.01
H -6.48 3.23 -3.82
H -4.90 1.32 -3.83
F 0.01 -1.77 1.71
P 0.17 -3.43 2.26
F 1.40 -2.95 3.14
F -1.09 -3.72 1.24
F 0.29 -4.95 2.65
F 1.15 -3.62 0.97
F -0.86 -3.09 3.41
O 9.30 2.34 1.35
S 8.72 1.47 0.39
O 8.26 0.18 0.81
O 9.00 1.68 -1.01
C 6.74 2.48 0.20
N 6.82 3.76 0.29
C 5.62 4.35 0.17
C 4.47 3.61 -0.05
C 4.58 2.23 -0.14
N 5.79 1.65 0.00
C 3.42 1.34 -0.36
C 3.43 0.05 0.15
C 2.31 -0.74 -0.01
N 1.22 -0.31 -0.66
C 1.23 0.91 -1.18
C 2.30 1.77 -1.05
H 5.61 5.43 0.24
H 3.51 4.10 -0.12
H 4.29 -0.33 0.69
H 2.27 -1.74 0.41
H 0.32 1.23 -1.68
H 2.25 2.76 -1.49
*
```

[2]
DFT (the ωB97M-V functional and the def2-TZVPD basis) results for C29H23BrCl4CsN5O3S as an isolated structure.

Properties
HOMO-LUMO gap ... 3.09 eV
E_HOMO ... 0.06 eV

Geometry as ORCA input:
```
! wB97M-V def2-TZVPD RIJCOSX def2/J DEFGRID3
* xyz -2 1
Cs 8.81 16.23 13.72
C 10.37 15.39 18.95
C 10.21 15.88 17.55
N 9.01 16.10 16.98
N 8.02 16.05 17.85
C 6.74 16.07 17.32
N 5.83 16.09 18.32
S 6.11 15.82 15.75
C 11.41 16.07 16.74
C 12.74 15.75 17.20
C 13.76 15.64 16.25
C 13.53 16.02 14.92
C 12.24 16.37 14.59
N 11.24 16.39 15.46
H 9.39 15.48 19.39
H 11.13 15.92 19.51
H 10.71 14.32 18.86
H 6.21 16.32 19.26
H 4.83 16.13 18.16
H 12.95 15.50 18.21
H 14.76 15.32 16.55
H 14.33 15.99 14.17
H 11.97 16.69 13.55
Br 6.97 19.13 12.18
C 6.93 18.70 10.35
C 5.96 19.22 9.52
C 6.00 18.91 8.14
C 6.94 18.06 7.62
C 7.86 17.41 8.47
C 8.77 16.44 7.97
C 9.56 15.72 8.78
C 9.59 16.05 10.19
C 8.79 17.00 10.58
C 7.87 17.73 9.88
H 5.08 19.70 9.96
H 5.25 19.30 7.45
H 6.94 17.90 6.55
H 8.76 16.26 6.89
H 10.25 14.95 8.48
H 10.24 15.47 10.86
C 7.86 12.31 16.42
C 8.16 11.12 15.48
C 7.62 9.86 15.74
C 7.96 8.76 14.96
Cl 7.26 7.22 15.16
C 8.94 8.97 13.97
C 9.43 10.21 13.65
C 9.18 11.30 14.52
O 9.88 12.47 14.56
C 11.05 12.77 13.71
C 10.70 13.57 12.45
O 10.14 12.95 11.55
O 11.01 14.79 12.45
H 7.40 11.98 17.37
H 7.25 13.08 15.92
H 8.80 12.86 16.70
H 6.90 9.76 16.54
H 9.26 8.16 13.33
H 10.02 10.27 12.73
H 11.58 11.83 13.40
H 11.75 13.29 14.34
Cl 6.66 19.58 17.79
C 7.72 20.89 16.97
Cl 6.87 21.56 15.58
Cl 8.08 22.28 18.19
C 8.92 20.38 16.35
N 9.84 19.87 15.81
*
```

[3]
DFT (the ωB97M-V functional and the def2-TZVPD basis) results for C29H23Cl2F3N4O3OsSSb as an isolated structure.

Properties
HOMO-LUMO gap (spin up / spin down) ... 7.94 / 5.99 eV
E_HOMO (spin up / spin down) ... -10.75 / -10.77 eV

Geometry as ORCA input:
```
! wB97M-V def2-TZVPD RIJCOSX def2/J DEFGRID3
* xyz 1 5
Os 0.93 -2.16 1.01
N -4.12 3.52 0.62
C -3.10 2.82 1.21
C -1.78 2.99 0.77
C -0.74 2.31 1.39
C -1.01 1.46 2.46
C -2.32 1.30 2.92
C -3.35 1.97 2.30
S 0.29 0.56 3.19
O 0.12 0.48 4.60
O 1.52 0.99 2.60
N 0.10 -0.98 2.56
C -0.73 -1.95 3.03
N -0.39 -3.10 2.38
C -1.15 -4.19 2.54
C -2.19 -4.16 3.43
C -2.43 -2.95 4.08
N -1.74 -1.84 3.88
H -3.96 3.97 -0.26
H -5.07 3.26 0.82
H -1.56 3.66 -0.05
H 0.28 2.45 1.06
H -2.51 0.65 3.76
H -4.36 1.86 2.66
H -0.88 -5.07 1.97
H -2.80 -5.03 3.61
H -3.24 -2.87 4.80
Cl 2.87 -2.95 3.15
C 4.29 -2.62 2.15
Cl 3.77 -2.35 0.46
H 4.94 -3.48 2.16
H 4.78 -1.72 2.50
F 3.13 5.33 -0.44
C 2.65 4.09 -0.55
C 1.58 3.87 -1.40
C 1.08 2.58 -1.50
C 1.66 1.54 -0.77
C 2.73 1.80 0.07
C 3.24 3.08 0.19
Sb 0.88 -0.39 -0.99
C -1.12 -0.11 -1.53
C -1.48 0.03 -2.87
C -2.81 0.26 -3.21
C -3.74 0.35 -2.20
F -5.02 0.57 -2.52
C -3.41 0.22 -0.86
C -2.09 -0.01 -0.53
C 1.85 -1.13 -2.70
C 2.89 -0.39 -3.26
C 3.54 -0.87 -4.39
C 3.13 -2.07 -4.93
F 3.75 -2.53 -6.02
C 2.09 -2.82 -4.39
C 1.45 -2.34 -3.26
H 1.15 4.69 -1.95
H 0.23 2.40 -2.15
H 3.16 1.01 0.68
H 4.07 3.31 0.85
H -0.74 -0.05 -3.65
H -3.12 0.37 -4.24
H -4.18 0.30 -0.10
H -1.81 -0.09 0.52
H 3.19 0.55 -2.84
H 4.35 -0.32 -4.85
H 1.81 -3.75 -4.85
H 0.66 -2.92 -2.82
O 0.78 -3.39 -0.28
*
```

[4]
DFT (the ωB97M-V functional and the def2-TZVPD basis) results for C29H23CrF2N2STe as an isolated structure.

Properties
HOMO-LUMO gap (spin up / spin down) ... 5.33 / 6.94 eV
E_HOMO (spin up / spin down) ... -2.76 / -4.44 eV

Geometry as ORCA input:
```
! wB97M-V def2-TZVPD RIJCOSX def2/J DEFGRID3
* xyz -1 5
Cr 0.94 -0.03 0.02
S 2.52 0.10 4.24
C 0.82 0.00 4.43
C 0.17 -0.06 3.23
C 1.04 -0.02 2.08
C 2.34 0.07 2.51
C 3.44 0.15 1.56
C 4.80 0.22 1.88
C 5.73 0.29 0.87
C 5.31 0.29 -0.45
C 3.95 0.21 -0.70
N 3.04 0.15 0.27
H 0.39 -0.01 5.42
H -0.91 -0.11 3.15
H 5.09 0.21 2.92
H 6.79 0.34 1.10
H 6.01 0.34 -1.28
H 3.56 0.20 -1.71
C 0.86 -0.51 -4.38
C 0.80 0.80 -4.82
C 0.74 1.81 -3.88
C 0.75 1.51 -2.52
N 0.80 0.23 -2.11
C 0.86 -0.74 -3.02
C 0.70 2.53 -1.45
C 0.66 3.90 -1.73
C 0.62 4.82 -0.71
C 0.61 4.37 0.61
C 0.65 3.01 0.89
C 0.70 2.03 -0.13
H 0.91 -1.34 -5.07
H 0.80 1.03 -5.88
H 0.69 2.85 -4.20
H 0.91 -1.75 -2.63
H 0.66 4.26 -2.76
H 0.59 5.88 -0.93
H 0.58 5.08 1.43
H 0.63 2.69 1.92
C -4.31 0.04 0.05
Te -2.08 0.21 0.08
C -2.21 -1.86 0.63
C -3.65 -2.26 0.81
C -3.98 -3.54 1.25
C -5.30 -3.93 1.41
C -6.32 -3.02 1.12
C -5.99 -1.74 0.69
C -4.66 -1.34 0.53
H -4.67 0.22 -0.96
H -4.72 0.81 0.71
H -1.63 -2.01 1.54
H -1.73 -2.46 -0.15
H -3.18 -4.24 1.47
H -5.54 -4.93 1.74
H -7.35 -3.31 1.24
H -6.79 -1.03 0.47
F 1.04 -2.88 1.00
C 0.96 -2.18 -0.22
F 2.25 -2.52 -0.83
H 0.31 -2.84 -0.80
*
```

[5]
DFT (the ωB97M-V functional and the def2-TZVPD basis) results for C29H23F3N5O8STm as an isolated structure.

Properties
HOMO-LUMO gap (spin up / spin down) ... 7.60 / 7.60 eV
E_HOMO (spin up / spin down) ... -7.74 / -7.75 eV

Geometry as ORCA input:
```
! wB97M-V def2-TZVPD RIJCOSX def2/J DEFGRID3
* xyz 0 3
Tm 0.27 -0.25 0.41
O 2.01 -1.72 -0.04
S 1.60 -2.08 -1.43
O 2.35 -1.50 -2.50
N 0.09 -1.74 -1.33
C -0.80 -1.64 -2.42
C -0.73 -2.33 -3.59
C -1.73 -2.17 -4.58
C -2.78 -1.33 -4.39
C -2.86 -0.59 -3.18
C -3.91 0.32 -2.90
C -3.92 1.01 -1.73
C -2.87 0.81 -0.82
N -1.88 -0.02 -1.03
C -1.87 -0.74 -2.20
C 1.80 -3.81 -1.59
C 1.10 -4.68 -0.76
C 1.29 -6.04 -0.91
C 2.17 -6.52 -1.89
C 2.85 -5.64 -2.71
C 2.67 -4.27 -2.56
H 0.09 -3.02 -3.77
H -1.65 -2.73 -5.51
H -3.55 -1.20 -5.14
H -4.70 0.45 -3.63
H -4.71 1.71 -1.49
H -2.84 1.36 0.12
H 0.42 -4.31 0.00
H 0.76 -6.74 -0.27
H 2.31 -7.59 -2.00
H 3.53 -6.01 -3.47
H 3.19 -3.56 -3.19
O 2.14 0.87 1.26
C 3.06 1.45 0.70
C 3.06 1.95 -0.65
C 4.21 2.62 -1.08
C 4.24 3.16 -2.33
C 3.15 3.05 -3.21
C 2.02 2.39 -2.81
C 1.94 1.81 -1.51
O 0.87 1.19 -1.16
N 5.45 3.87 -2.78
O 5.46 4.28 -3.93
O 6.43 3.84 -2.06
H 3.98 1.63 1.28
H 5.07 2.72 -0.42
H 3.23 3.48 -4.20
H 1.17 2.28 -3.46
O 0.29 -0.80 2.59
C -0.68 -1.22 3.30
N -0.73 1.67 1.44
C -1.19 2.19 2.36
N -1.63 2.76 3.45
C -1.14 2.31 4.77
C -0.66 3.52 5.53
O -1.68 4.50 5.60
C -2.03 4.98 4.32
C -2.60 3.86 3.47
H -0.35 1.57 4.61
H -1.96 1.82 5.29
H 0.23 3.94 5.05
H -0.40 3.24 6.55
H -1.16 5.41 3.82
H -2.78 5.76 4.46
H -2.78 4.19 2.44
H -3.54 3.50 3.89
F -2.46 -0.68 1.82
C -1.75 -1.75 2.32
F -1.21 -2.33 1.20
F -2.66 -2.58 2.83
*
```

[6]
DFT (the ωB97M-V functional and the def2-TZVPD basis) results for C29H24Br2N4O5S4Tm as an isolated structure.

Properties
HOMO-LUMO gap (spin up / spin down) ... 2.54 / 4.94 eV
E_HOMO (spin up / spin down) ... 1.13 / -1.27 eV

Geometry as ORCA input:
```
! wB97M-V def2-TZVPD RIJCOSX def2/J DEFGRID3
* xyz -2 4
Tm 0.10 0.91 0.51
C 0.19 1.06 -3.38
C 1.54 0.77 -2.81
C 2.59 0.33 -3.60
C 3.85 0.12 -3.06
C 4.04 0.38 -1.69
C 5.26 0.25 -1.00
Br 6.83 -0.30 -1.95
C 5.39 0.50 0.35
C 4.28 0.92 1.05
Br 4.41 1.28 2.91
C 3.03 1.13 0.46
O 2.02 1.59 1.12
C 2.92 0.82 -0.94
N 1.69 1.00 -1.49
H 0.21 1.03 -4.47
H -0.13 2.05 -3.05
H -0.54 0.35 -3.00
H 2.43 0.15 -4.66
H 4.67 -0.23 -3.67
H 6.34 0.37 0.85
C -2.00 -6.44 -3.59
C -1.57 -5.30 -2.71
C -2.04 -5.17 -1.39
C -1.68 -4.10 -0.62
C -0.81 -3.13 -1.13
C -0.31 -3.25 -2.43
C -0.68 -4.32 -3.20
S -0.55 -1.64 -0.20
O -1.23 -1.77 1.07
O 0.88 -1.36 -0.13
N -1.17 -0.43 -1.03
C -2.46 -0.11 -0.70
C -3.57 -0.82 -1.17
C -4.83 -0.39 -0.82
C -4.96 0.73 0.00
C -3.81 1.35 0.45
N -2.59 0.95 0.12
H -2.89 -6.92 -3.19
H -1.21 -7.20 -3.65
H -2.22 -6.10 -4.60
H -2.70 -5.93 -0.99
H -2.04 -3.96 0.39
H 0.37 -2.49 -2.79
H -0.29 -4.42 -4.20
H -3.41 -1.70 -1.78
H -5.71 -0.92 -1.17
H -5.93 1.10 0.29
H -3.85 2.20 1.11
O -1.05 1.54 2.28
N -0.59 1.66 3.50
C -1.00 2.70 4.25
C -0.62 2.85 5.56
C 0.21 1.88 6.13
C 0.66 0.84 5.35
C 0.29 0.73 3.99
S 0.86 -0.47 2.96
H -1.65 3.40 3.74
H -0.95 3.71 6.12
H 0.51 1.96 7.16
H 1.31 0.08 5.73
C 1.05 4.51 2.56
O 0.43 3.74 1.54
C -0.10 4.42 0.50
S -0.19 6.07 0.47
S -0.68 3.42 -0.73
H 1.21 3.85 3.41
H 0.41 5.35 2.84
H 2.01 4.90 2.21
*
```

[7]
DFT (the ωB97M-V functional and the def2-TZVPD basis) results for C29H24BrCl4F6IN2O5PSSbTl as an isolated structure.

Properties
HOMO-LUMO gap (spin up / spin down) ... 6.23 / 3.96 eV
E_HOMO (spin up / spin down) ... -8.07 / -8.07 eV

Geometry as ORCA input:
```
! wB97M-V def2-TZVPD RIJCOSX def2/J DEFGRID3
* xyz 0 2
Tl -0.45 0.91 -0.96
Cl 2.71 0.54 -7.37
C 2.05 1.06 -5.87
C 2.29 2.36 -5.44
C 1.75 2.80 -4.25
I 2.03 4.76 -3.55
C 0.94 1.99 -3.43
O 0.39 2.44 -2.38
C 0.74 0.63 -3.87
N 0.02 -0.16 -3.06
C -0.22 -1.41 -3.42
C 0.25 -1.95 -4.62
C 1.00 -1.16 -5.46
C 1.28 0.17 -5.09
H 2.88 3.03 -6.05
H -0.82 -2.02 -2.75
H 0.01 -2.97 -4.87
H 1.38 -1.55 -6.40
O -6.23 2.53 -3.45
C -5.06 2.12 -2.96
C -4.62 0.79 -3.02
C -3.38 0.48 -2.52
N -2.57 1.38 -1.96
C -3.01 2.63 -1.86
Br -1.86 3.84 -0.97
C -4.23 3.06 -2.35
H -6.74 1.80 -3.84
H -5.24 0.02 -3.45
H -3.02 -0.54 -2.54
H -4.54 4.09 -2.25
Cl 3.66 0.86 2.33
C 3.56 0.69 0.60
Cl 2.03 -1.47 1.53
Cl 4.72 1.80 -0.10
C 2.21 1.02 -0.01
O 1.58 2.03 0.20
O 1.86 0.07 -0.79
C -0.61 1.14 9.82
C -0.58 0.66 8.40
O 0.33 0.74 7.64
S -2.17 -0.03 7.92
C -1.96 -0.06 6.15
C -2.81 0.75 5.40
C -2.59 0.87 4.04
C -1.53 0.18 3.45
C -0.74 -0.68 4.20
C -0.95 -0.80 5.56
C -1.24 0.42 2.09
C -1.02 0.79 0.96
H 0.35 0.97 10.29
H -1.40 0.65 10.38
H -0.80 2.21 9.81
H -3.61 1.29 5.88
H -3.21 1.51 3.44
H 0.05 -1.25 3.72
H -0.33 -1.45 6.16
F -1.05 -1.49 -0.66
Sb -2.12 -3.07 -0.11
F -0.74 -4.01 -1.07
F -1.14 -3.11 1.50
F -3.08 -4.64 0.26
F -3.39 -1.86 0.62
F -3.02 -2.83 -1.80
C 4.91 -1.88 0.81
P 3.45 -1.22 -0.09
C 4.38 -0.75 -1.67
C 2.61 -2.70 -0.87
H 5.33 -2.73 0.28
H 4.66 -2.18 1.82
H 5.66 -1.09 0.85
H 4.75 -1.69 -2.08
H 5.23 -0.12 -1.44
H 3.73 -0.27 -2.40
H 3.07 -2.98 -1.82
H 1.56 -2.48 -1.02
H 2.68 -3.52 -0.16
*
```

| no. | total energy (eV) | M (g/mol) |
| --- | --- | --- |
| 1 | -118777.576 | 1021.7 |
| 2 | -175552.383 | 876.2 |
| 3 | -95577.785 | 947.5 |
| 4 | -85411.561 | 649.2 |
| 5 | -102794.247 | 827.5 |
| 6 | -259620.393 | 965.5 |
| 7 | -219574.133 | 1332.3 |